Model a:
ORCA calculation (the ωB97M-V functional and the def2-TZVPD basis) on 2 unconnected molecules or ions with the total composition C11H15N.

```
27
Properties=species:S:1:pos:R:3
N 1.52237 -0.50282 2.20020
C -5.55386 -0.69751 -1.56061
C 1.52376 0.32389 0.10442
C 0.99188 0.99272 -1.04105
C 3.42331 -0.82554 -0.94084
C 2.66074 -1.07816 1.55434
C -0.41273 1.09326 1.36684
C -0.29919 1.49223 -0.96966
C -0.88726 1.78737 0.32166
C -4.14125 -1.41074 -1.39533
C 2.65999 -0.59323 0.21085
C 0.75936 0.27059 1.26488
H -5.83887 -0.63659 -2.70074
H 1.25648 -0.52988 3.20140
H 3.03325 -1.27947 -1.88534
H 3.29381 -1.73304 2.11484
H 1.26544 0.80178 -2.03656
H -3.33750 -0.73028 -1.63105
H 3.68147 0.05824 -1.39627
H -3.88216 -2.17334 -2.07386
H -1.58700 2.68848 0.44217
H -5.52290 0.31578 -1.13459
H -6.34363 -1.11541 -0.99065
H -4.01565 -1.92637 -0.36635
H -0.72720 1.16415 2.32046
H 4.38680 -1.44104 -0.85993
H -0.66738 1.92748 -1.89797
```

Values from the calculation:
Kohn-Sham gap = 8.7 eV
LUMO level = 0.9 eV
SMILES = Cc1c[nH]c2ccccc12.CC
E_HOMO = -7.81 eV

Atomic partial charges in e from the Löwdin method, atoms 1 to 2:
1. N 0.043
2. C -0.157

---

Model b:
ORCA calculation (the ωB97M-V functional and the def2-TZVPD basis) on a single C11H15N molecule.

```
27
Properties=species:S:1:pos:R:3
N -2.28972 -0.36773 0.37906
C 1.77472 1.49917 -0.04500
C 2.06596 -1.29330 0.10848
C -0.62938 1.01142 -1.00049
C 0.74945 0.66386 -0.46621
C 2.98294 0.90623 0.38490
C -0.36606 -1.41904 -0.82417
C -3.47276 0.48037 0.21836
C -1.44316 -0.31158 -0.82944
C -1.59924 -0.11902 1.61636
C 0.88882 -0.71604 -0.33169
C 3.12154 -0.48781 0.47201
H 1.71902 2.57765 -0.11994
H -0.64688 -2.27521 -0.18803
H -0.16969 -1.81612 -1.83048
H -2.28042 -0.38561 2.42089
H -3.20804 1.55469 0.04975
H -4.03188 0.14019 -0.66312
H 4.09301 -0.93150 0.73794
H -4.11225 0.37635 1.08980
H 3.85487 1.56500 0.63478
H 2.13195 -2.36522 0.25779
H -1.05384 1.87965 -0.54526
H -0.57076 1.26268 -2.05360
H -1.26506 0.92699 1.70836
H -0.72470 -0.78571 1.66044
H -2.14418 -0.43529 -1.63137
```

Values from the calculation:
Kohn-Sham gap = 9.3 eV
LUMO level = 1.0 eV
SMILES = CN(C)C1Cc2ccccc2C1
E_HOMO = -8.34 eV

Atomic partial charges in e from the Löwdin method, atoms 1 to 2:
1. N -0.245
2. C -0.030

---

Model c:
ORCA calculation (the ωB97M-V functional and the def2-TZVPD basis) on 2 unconnected molecules or ions with the total composition C11H15N.

```
27
Properties=species:S:1:pos:R:3
N 0.93968 -1.32855 1.42927
C 2.12245 -1.84832 0.88256
C 2.63097 -0.98611 -0.05947
C 1.68259 1.25440 -0.95305
C 1.68430 0.10330 -0.13356
C 0.72632 -0.11155 0.84004
C -4.01547 0.08167 0.59201
C 3.81574 -1.29683 -0.89507
C -0.34742 1.91034 0.21885
C 0.70019 2.18263 -0.73007
C -3.49267 -0.07315 -0.82189
C -0.30281 0.84752 1.06614
H -3.71524 -1.06186 -1.23784
H 2.42874 -2.81031 1.25920
H 0.57086 3.10489 -1.27903
H -3.85866 0.65642 -1.54597
H 0.53587 -1.57839 2.30396
H 4.71416 -0.85760 -0.44243
H -3.39351 -0.31405 1.39794
H -2.40949 0.01450 -0.88535
H 3.97809 -2.36318 -0.96970
H -1.08814 2.68839 0.35710
H -4.01341 1.15997 0.78269
H -5.03032 -0.26973 0.74541
H 2.54888 1.36050 -1.58891
H -1.16586 0.43119 1.57512
H 3.75416 -0.89607 -1.90796
```

Values from the calculation:
Kohn-Sham gap = 8.9 eV
LUMO level = 0.9 eV
SMILES = Cc1c[nH]c2ccccc12.CC
E_HOMO = -7.92 eV

Atomic partial charges in e from the Löwdin method, atoms 1 to 2:
1. N 0.075
2. C -0.047

---

Verdict on stability: model a comes out at the bottom.

---

Model a:
ORCA calculation (the ωB97M-V functional and the def2-TZVPD basis) on a single C3H8SSi molecule.

```
13
Properties=species:S:1:pos:R:3
S 2.60813 0.10016 0.52534
Si 0.53931 0.00567 0.03048
C -0.48005 1.35834 0.92672
C 0.07625 0.40525 -1.83937
C -0.14595 -1.74833 0.33782
H -1.10774 0.95019 1.84508
H 0.82625 0.27941 -2.50216
H -0.81004 -1.74969 1.07405
H 0.55237 -2.52680 0.47240
H -0.53537 -2.20366 -0.52463
H -0.57333 1.12462 -2.02904
H -1.13587 1.84732 0.29627
H 0.18605 2.15751 1.38704
```

Values from the calculation:
Kohn-Sham gap (spin up / spin down) = 4.9 / 5.1 eV
LUMO level (spin up / spin down) = -3.3 / -3.4 eV
E_HOMO (spin up / spin down) = -8.24 / -8.41 eV

Atomic partial charges in e from the Löwdin method, atoms 1 to 2:
1. S 0.186
2. Si 0.049

---

Model b:
ORCA calculation (the ωB97M-V functional and the def2-TZVPD basis) on a single C3H8SSi molecule.

```
13
Properties=species:S:1:pos:R:3
S 2.42789 -0.16382 0.30354
Si 0.31234 0.01237 0.06276
C -0.44742 1.60058 0.71833
C -0.82320 -1.37290 0.55294
C 0.92773 -0.22456 -1.71101
H 0.90778 -1.07972 -2.37765
H 1.67203 0.48851 -2.19480
H -1.65945 -1.65819 -0.10425
H 0.15145 2.36351 1.17908
H -0.19833 -2.26191 0.52012
H -1.15635 -1.02043 1.62224
H -1.08886 2.22317 0.01185
H -1.02559 1.09339 1.41684
```

Values from the calculation:
Kohn-Sham gap = 8.0 eV
LUMO level = -0.8 eV
E_HOMO = -8.87 eV

Atomic partial charges in e from the Löwdin method, atoms 1 to 2:
1. S 0.322
2. Si 0.055

---

Verdict on stability: model a comes out at the bottom.

---

Model a:
ORCA calculation (the ωB97M-V functional and the def2-TZVPD basis) on a single C5H13NSi molecule.

```
20
Properties=species:S:1:pos:R:3
Si -0.02131 -0.60006 -0.65915
N -0.05387 1.00315 -0.08215
C 1.03065 2.02031 -0.15108
C 1.81258 -1.25651 -0.86234
C -1.80964 -2.08375 1.12835
C -0.65075 -1.83593 0.64972
C -1.29471 1.61507 0.13059
H -2.04823 -2.89749 1.95859
H -1.75455 2.22404 -0.69502
H 1.07845 2.39910 -1.25948
H 2.00599 1.62365 -0.13331
H 0.76447 2.79201 0.60430
H 2.41318 -1.11451 0.03468
H -2.04302 0.75633 0.35498
H -2.71280 -1.62679 0.76730
H -0.71255 -0.61856 -2.02837
H 0.13111 -2.34171 1.16173
H -1.26627 2.34913 0.88487
H 1.52345 -2.23002 -0.96864
H 2.15863 -0.87737 -1.82141
```

Values from the calculation:
Kohn-Sham gap = 9.4 eV
LUMO level = 1.0 eV
SMILES = C=C[Si@H](C)N(C)C
E_HOMO = -8.40 eV

Atomic partial charges in e from the Löwdin method, atoms 1 to 2:
1. Si 0.574
2. N -0.374

---

Model b:
ORCA calculation (the ωB97M-V functional and the def2-TZVPD basis) on 2 unconnected molecules or ions with the total composition C5H13NSi.

```
20
Properties=species:S:1:pos:R:3
Si -0.57931 -0.33474 -0.21982
N 0.53106 -1.23460 -1.00945
C 2.53201 -0.49497 -0.46551
C 2.49574 0.17493 0.83184
C -1.81218 -1.26520 -1.46364
C -1.21658 -0.28514 1.59772
C -0.71053 1.54966 -0.60341
H 3.40515 -0.44625 -1.16558
H -1.83583 -0.55153 -2.27757
H -1.94585 0.51899 1.55774
H 1.71794 -0.03085 1.54442
H 2.23018 1.23128 0.64549
H -2.77076 -1.50743 -0.98040
H -0.45286 0.02750 2.33724
H -1.31867 -2.15937 -1.92791
H -1.60579 -1.30765 1.89865
H 3.58291 0.27090 1.34713
H -0.16806 1.96730 -1.39575
H -0.27597 1.97496 0.36035
H -1.80260 1.90221 -0.61154
```

Values from the calculation:
Kohn-Sham gap (spin up / spin down) = 6.8 / 7.0 eV
LUMO level (spin up / spin down) = -1.5 / -1.4 eV
E_HOMO (spin up / spin down) = -8.34 / -8.42 eV

Atomic partial charges in e from the Löwdin method, atoms 1 to 2:
1. Si 0.260
2. N -0.108

---

Verdict on stability: model b comes out at the bottom.

---

Model a:
ORCA calculation (the ωB97M-V functional and the def2-TZVPD basis) on a single C5H6Br2 molecule.

```
13
Properties=species:S:1:pos:R:3
Br 1.81916 2.39496 -1.63945
Br 1.41208 0.94828 2.06497
C 0.94474 -0.23211 0.57268
C -1.18282 -0.47926 0.04050
C 0.19490 1.41941 -1.32220
C -0.09409 0.49735 -0.39713
C -0.11815 -1.27416 0.83018
H 0.06681 -2.07700 0.23340
H -0.72002 1.70860 -1.96775
H -1.85557 -0.93742 -0.77223
H 1.76633 -0.63157 -0.06594
H -0.36784 -1.39085 1.82380
H -1.86553 0.05376 0.59916
```

Values from the calculation:
Kohn-Sham gap = 10.1 eV
LUMO level = 0.8 eV
SMILES = Br/C=C1/CC[C@@H]1Br
E_HOMO = -9.30 eV

Atomic partial charges in e from the Löwdin method, atoms 1 to 2:
1. Br 0.637
2. Br 0.656

---

Model b:
ORCA calculation (the ωB97M-V functional and the def2-TZVPD basis) on a single C5H6Br2 molecule.

```
13
Properties=species:S:1:pos:R:3
Br 2.41332 -0.39386 2.12000
Br -1.97699 0.61903 0.79008
C -1.44679 -1.29691 -1.28474
C -0.78816 -0.47826 -0.24646
C 0.51927 -0.39881 0.02052
C 1.19268 1.91794 1.01405
C 1.30994 0.62494 1.06462
H 0.38440 2.17909 0.42177
H 1.86765 2.70279 1.36096
H -2.54833 -1.52789 -1.05868
H -0.91222 -2.27339 -1.27918
H -1.19017 -0.76044 -2.19629
H 1.17542 -0.91423 -0.72665
```

Values from the calculation:
Kohn-Sham gap = 9.9 eV
LUMO level = 0.8 eV
SMILES = C=C(Br)/C=C(/C)Br
E_HOMO = -9.14 eV

Atomic partial charges in e from the Löwdin method, atoms 1 to 2:
1. Br 0.761
2. Br 0.728

---

Verdict on stability: model a comes out at the bottom.

---

Model a:
ORCA calculation (the ωB97M-V functional and the def2-TZVPD basis) on a molecular structure, C3H7NO.

```
12
Properties=species:S:1:pos:R:3
O -1.24806 0.72920 -0.35227
N -1.95427 -0.36674 0.23800
C 1.21783 0.31921 -0.76089
C 1.04250 -0.61838 0.45640
C 0.38883 0.70036 0.44852
H 2.06462 0.88161 -0.87007
H -2.92124 0.00016 0.44712
H 0.43624 1.47895 1.16056
H 0.71537 0.13261 -1.64199
H 0.45037 -1.49679 0.33819
H 1.87635 -0.80486 1.17279
H -2.06855 -0.95535 -0.63634
```

Values from the calculation:
Kohn-Sham gap = 10.4 eV
LUMO level = 1.2 eV
E_HOMO = -9.15 eV

Atomic partial charges in e from the Löwdin method, atoms 1 to 2:
1. O -0.252
2. N -0.068

---

Model b:
ORCA calculation (the ωB97M-V functional and the def2-TZVPD basis) on a single C3H7NO molecule.

```
12
Properties=species:S:1:pos:R:3
O 1.64988 -1.35206 0.12997
N 0.35900 -1.09974 0.61494
C -1.64357 0.04909 0.08065
C -0.31513 0.02257 0.14924
C 0.56201 1.19402 -0.17143
H -2.24219 -0.81494 0.31165
H -2.17018 0.95200 -0.16226
H 1.04822 1.05966 -1.13889
H -0.19605 -1.94980 0.64443
H 1.33929 1.28516 0.58414
H 1.63230 -1.45305 -0.83688
H -0.02359 2.10709 -0.20554
```

Values from the calculation:
Kohn-Sham gap = 9.2 eV
LUMO level = 0.9 eV
SMILES = C=C(C)NO
E_HOMO = -8.33 eV

Atomic partial charges in e from the Löwdin method, atoms 1 to 2:
1. O -0.054
2. N -0.064

---

Model c:
ORCA calculation (the ωB97M-V functional and the def2-TZVPD basis) on a single C3H7NO molecule.

```
12
Properties=species:S:1:pos:R:3
O 0.52509 -0.94182 1.14104
N 1.05748 0.11552 1.99246
C -1.15433 -0.77764 -0.64071
C -0.63228 0.69259 -0.44902
C 0.26555 -0.48153 -0.14705
H -1.91365 -1.15752 0.03555
H -0.96437 1.26517 0.38668
H -1.25352 -0.94503 -1.69724
H 1.96893 -0.18848 2.12025
H 0.56106 0.01813 2.87180
H -0.28282 1.14399 -1.37818
H 1.00248 -0.63295 -0.93220
```

Values from the calculation:
Kohn-Sham gap = 10.9 eV
LUMO level = 1.2 eV
SMILES = NOC1CC1
E_HOMO = -9.69 eV

Atomic partial charges in e from the Löwdin method, atoms 1 to 2:
1. O -0.151
2. N 0.067

---

Model d:
ORCA calculation (the ωB97M-V functional and the def2-TZVPD basis) on a single C3H7NO molecule.

```
12
Properties=species:S:1:pos:R:3
O 0.66054 -0.63429 1.14554
N 0.26275 0.48470 -0.99694
C 1.46463 0.92863 -1.01088
C -0.24489 0.07155 0.30784
C -1.43843 -0.84436 0.06431
H 1.10044 0.02826 1.70028
H -1.12803 -1.76038 -0.45138
H -2.20210 -0.35091 -0.54554
H -0.60158 0.95403 0.85325
H 2.10268 1.02307 -0.11674
H 1.91446 1.25055 -1.96353
H -1.89047 -1.15084 1.01378
```

Values from the calculation:
Kohn-Sham gap = 10.7 eV
LUMO level = 0.7 eV
SMILES = C=N[C@@H](C)O
E_HOMO = -9.98 eV

Atomic partial charges in e from the Löwdin method, atoms 1 to 2:
1. O -0.039
2. N 0.025

---

Verdict on stability: model a comes out at the bottom.

---

Model a:
ORCA calculation (the ωB97M-V functional and the def2-TZVPD basis) on a molecular structure, C5H5N.

```
11
Properties=species:S:1:pos:R:3
N 0.33269 -1.76190 -0.08435
C 0.99133 0.54020 0.09421
C -1.30939 -0.07452 -0.34782
C -0.37666 0.92988 0.09435
C 1.27534 -0.78587 -0.11374
C -0.97573 -1.49135 -0.29866
H 2.31050 -1.12845 -0.15611
H -0.67879 1.96949 0.17728
H -2.32500 0.22231 -0.62167
H -1.01867 0.31929 0.96935
H 1.77437 1.26092 0.28716
```

Values from the calculation:
Kohn-Sham gap (spin up / spin down) = 6.7 / 6.7 eV
LUMO level (spin up / spin down) = -0.4 / -0.4 eV
E_HOMO (spin up / spin down) = -7.17 / -7.16 eV

Atomic partial charges in e from the Löwdin method, atoms 1 to 2:
1. N -0.010
2. C -0.071

---

Model b:
ORCA calculation (the ωB97M-V functional and the def2-TZVPD basis) on a single C5H5N molecule.

```
11
Properties=species:S:1:pos:R:3
N 1.49023 1.21487 3.06025
C 0.06592 0.08950 0.23301
C -0.68013 -0.46620 -0.91393
C -0.02166 -0.42524 -2.08445
C 0.71956 0.69682 2.31525
C -0.43287 0.34198 1.43572
H 1.20834 0.25479 0.25431
H -0.55407 -0.46852 -3.08653
H -1.34419 -0.31215 1.62051
H -1.53850 -0.82245 -0.75336
H 1.08739 -0.10340 -2.08078
```

Values from the calculation:
Kohn-Sham gap = 9.5 eV
LUMO level = -0.1 eV
SMILES = C=C/C=C/C#N
E_HOMO = -9.57 eV

Atomic partial charges in e from the Löwdin method, atoms 1 to 2:
1. N 0.121
2. C -0.155

---

Verdict on stability: model a comes out at the bottom.

---

Model a:
ORCA calculation (the ωB97M-V functional and the def2-TZVPD basis) on a single C5H5N molecule.

```
11
Properties=species:S:1:pos:R:3
N 3.42898 0.61604 -0.64942
C 0.23357 -0.61941 0.03885
C 1.45133 -0.31769 0.79596
C -0.88565 -0.43381 -0.36272
C 2.56141 0.16868 -0.03155
C -2.19037 0.15725 -0.63556
H -2.35558 0.35994 -1.69566
H 1.79021 -1.13090 1.44248
H 1.15865 0.51460 1.44558
H -3.02080 -0.42981 -0.24176
H -2.17175 1.11512 -0.10620
```

Values from the calculation:
Kohn-Sham gap = 10.8 eV
LUMO level = 0.7 eV
SMILES = CC#CCC#N
E_HOMO = -10.06 eV

Atomic partial charges in e from the Löwdin method, atoms 1 to 2:
1. N 0.142
2. C -0.046

---

Model b:
ORCA calculation (the ωB97M-V functional and the def2-TZVPD basis) on a single C5H5N molecule.

```
11
Properties=species:S:1:pos:R:3
N 3.75188 -0.44311 -0.14902
C 0.39284 0.07002 -0.03723
C -2.20270 -0.20427 -0.05539
C 1.54420 0.66380 0.38635
C 2.73533 -0.00308 0.19335
C -0.89470 0.23352 -0.50626
H 1.66674 1.76174 0.69710
H 0.39719 -0.99280 -0.51988
H -2.16968 -1.06239 -0.67468
H -2.88112 0.53950 -0.35371
H -2.34000 -0.56291 1.01938
```

Values from the calculation:
Kohn-Sham gap = 7.6 eV
LUMO level = -0.6 eV
E_HOMO = -8.23 eV

Atomic partial charges in e from the Löwdin method, atoms 1 to 2:
1. N 0.127
2. C -0.155

---

Model c:
ORCA calculation (the ωB97M-V functional and the def2-TZVPD basis) on a single C5H5N molecule.

```
11
Properties=species:S:1:pos:R:3
N 2.95919 -0.08913 0.75873
C 1.99919 0.22525 0.19081
C 0.84495 0.63679 -0.55634
C 1.14253 1.10756 -1.74924
C -1.02696 -0.88139 0.26508
C -0.58356 0.55077 -0.03019
H -0.64491 1.16974 0.87153
H -0.93718 -1.51447 -0.62260
H -0.43290 -1.32792 1.06869
H -2.07609 -0.88333 0.57911
H -1.24427 1.00614 -0.77558
```

Values from the calculation:
Kohn-Sham gap = 9.4 eV
LUMO level = -1.3 eV
E_HOMO = -10.71 eV

Atomic partial charges in e from the Löwdin method, atoms 1 to 2:
1. N 0.170
2. C -0.224

---

Verdict on stability: model b comes out at the bottom.